This record from the Open Molecules 2025 dataset describes a 2-piece molecular cluster, H4O2 overall in a non-equilibrium geometry. The level of theory is ωB97M-V/def2-TZVPD.

Output
strongest force on any atom: 1.250 eV Å⁻¹
E_tot: -152.869428 Eh
LUMO level: 0.02587 Ha
frontier orbital gap: 11.544 eV
energy above the lowest of the compared OMol25 structures with the same formula, charge and spin: 14.46 kJ/mol
SMILES string: O.O

Geometry as XYZ:
```
6
H4O2 | the Open Molecules 2025 dataset | ωB97M-V/def2-TZVPD
O 1.4454 0.4801 -0.0612
O -1.1048 -0.4157 -0.0373
H -0.8145 -1.2314 0.3647
H 0.5481 0.1357 0.0709
H 1.4473 0.8651 -0.9688
H -1.5216 0.1661 0.6317
```

Results of the Mulliken charge analysis, in e, for atoms 1 through 2:
1. O -0.680
2. O -0.741

This record from the Open Molecules 2025 dataset describes a 2-piece molecular cluster, H5N3S2 overall in a non-equilibrium geometry. The level of theory is ωB97M-V/def2-TZVPD.

Output
strongest force on any atom: 3.618 eV Å⁻¹
E_tot: -963.523319 Eh
LUMO level (spin up / spin down): -0.01210 / -0.00620 Ha
frontier orbital gap (spin up / spin down): 7.265 / 7.555 eV
energy above the lowest of the compared OMol25 structures with the same formula, charge and spin: 118.21 kJ/mol

Geometry as XYZ:
```
10
H5N3S2 | the Open Molecules 2025 dataset | ωB97M-V/def2-TZVPD
S -2.2081 -2.4149 1.0930
S -0.6437 1.2944 0.6695
N 1.5925 0.4128 -1.1960
N -0.8160 -0.2927 0.6195
N -1.8460 -0.8260 1.1679
H 2.5439 0.1806 -0.6375
H 1.4156 -0.4708 -1.7311
H -2.3851 -0.3722 1.9860
H 0.4911 1.3211 -0.0606
H 1.8558 1.1678 -1.9107
```

Results of the Mulliken charge analysis, in e, for atoms 1 through 2:
1. S -0.302
2. S -0.127

This record from the Open Molecules 2025 dataset describes one molecule with the formula C6H14 in a non-equilibrium geometry. The level of theory is ωB97M-V/def2-TZVPD.

Output
strongest force on any atom: 1.509 eV Å⁻¹
E_tot: -236.984528 Eh
LUMO level: 0.04627 Ha
frontier orbital gap: 12.240 eV
energy above the lowest of the compared OMol25 structures with the same formula, charge and spin: 70.57 kJ/mol
SMILES string: CCCCCC

Geometry as XYZ:
```
20
C6H14 | the Open Molecules 2025 dataset | ωB97M-V/def2-TZVPD
C -1.2488 -0.4450 -1.6295
C -0.1519 -0.9638 -0.6740
C 1.5804 0.7130 2.1524
C -2.4365 0.1321 -0.8423
C 1.7458 -0.1168 0.8763
C 0.7414 0.1975 -0.2420
H 1.2718 0.4551 -1.1495
H -2.9476 0.9747 -1.3008
H 0.4734 -1.7619 -1.0644
H 2.4882 0.6980 2.7538
H 1.5923 -1.1466 1.1512
H 0.1869 1.1101 0.0010
H -0.7241 -1.3673 0.1695
H 1.5150 1.7721 1.8600
H -3.2151 -0.6233 -0.7603
H -1.9863 0.5279 0.0352
H 2.7429 0.1130 0.5193
H -1.5224 -1.1754 -2.3897
H 0.6681 0.5343 2.7183
H -0.7734 0.3723 -2.1845
```

Results of the Mulliken charge analysis, in e, for atoms 1 through 2:
1. C -0.466
2. C -0.840